{"formula": "C33H31N4O10", "method": "ωB97M-V/def2-TZVPD", "total_charge": 1, "homo_energy_ev": -11.8, "molar_mass_da": 643.6, "largest_force_ev_per_a": 1.53, "orbital_gap_ev": 7.50, "symbols": ["N", "C", "C", "N", "C", "N", "N", "H", "H", "H", "H", "H", "H", "H", "H", "H", "H", "H", "C", "C", "C", "O", "C", "C", "C", "O", "H", "H", "H", "H", "C", "C", "C", "O", "C", "C", "C", "O", "H", "H", "H", "H", "C", "C", "C", "O", "C", "C", "C", "O", "H", "H", "H", "H", "C", "C", "C", "O", "C", "C", "C", "O", "H", "H", "H", "H", "C", "C", "C", "O", "C", "C", "C", "O", "H", "H", "H", "H"], "positions_angstrom": [[3.4136, -2.4779, -0.8456], [2.3511, -2.0519, 0.0741], [1.2165, -3.0747, -0.0278], [0.0144, -2.6788, -0.8310], [-0.8525, -1.7091, -0.6124], [-2.1823, -1.9414, -0.7125], [-0.4244, -0.4377, -0.3170], [4.2537, -1.9313, -0.6974], [3.0472, -2.2168, -1.7569], [1.9860, -1.0579, -0.1898], [2.7283, -2.0350, 1.0947], [1.6079, -3.9391, -0.5569], [0.8401, -3.3948, 0.9427], [-0.5072, -3.5301, -1.0332], [-2.3945, -2.9279, -0.5539], [-2.6526, -1.5622, -1.5272], [0.0907, 0.0984, -0.9950], [-0.5506, -0.0529, 0.6021], [4.6005, 0.4431, -2.7664], [5.3013, 1.5736, -2.7934], [4.6583, 2.8695, -3.1480], [5.2944, 3.8986, -3.1660], [3.2088, 2.8500, -3.4749], [2.5139, 1.7166, -3.4470], [3.1543, 0.4345, -3.0871], [2.5086, -0.6050, -3.0582], [5.0501, -0.5113, -2.5237], [6.3591, 1.6124, -2.5663], [2.7551, 3.7983, -3.7286], [1.4594, 1.6894, -3.6860], [-1.3293, -1.1904, -4.0813], [-0.6418, -0.0528, -4.1228], [-1.2989, 1.2319, -4.4868], [-0.6645, 2.2651, -4.5140], [-2.7478, 1.1971, -4.8069], [-3.4361, 0.0585, -4.7596], [-2.7841, -1.2228, -4.3858], [-3.4096, -2.2582, -4.3053], [-0.8722, -2.1383, -3.8199], [0.4139, -0.0120, -3.8890], [-3.2006, 2.1442, -5.0709], [-4.4946, 0.0057, -4.9804], [-1.7178, -5.8931, 2.4328], [-2.0445, -6.1887, 3.6883], [-3.0220, -5.3576, 4.4437], [-3.3208, -5.6194, 5.5837], [-3.6170, -4.1866, 3.7414], [-3.2831, -3.8942, 2.4867], [-2.3137, -4.7281, 1.7490], [-2.0082, -4.4701, 0.5902], [-1.0156, -6.4819, 1.8566], [-1.6281, -7.0360, 4.2180], [-4.3289, -3.5964, 4.3071], [-3.7045, -3.0488, 1.9565], [-2.8714, -0.6699, 5.7462], [-1.8114, -0.4998, 6.5299], [-1.8708, -0.8128, 7.9844], [-0.9022, -0.6574, 8.6920], [-3.1588, -1.3211, 8.5221], [-4.2178, -1.4909, 7.7351], [-4.1574, -1.1821, 6.2857], [-5.1155, -1.3475, 5.5591], [-2.8561, -0.4474, 4.6862], [-0.8616, -0.1290, 6.1656], [-3.1763, -1.5416, 9.5817], [-5.1665, -1.8607, 8.1023], [3.5263, 6.2729, -1.6512], [4.2110, 7.4124, -1.6726], [3.5526, 8.6983, -2.0252], [4.1721, 9.7368, -2.0460], [2.1016, 8.6589, -2.3519], [1.4202, 7.5170, -2.3312], [2.0812, 6.2375, -1.9791], [1.4594, 5.1916, -1.9625], [3.9832, 5.3254, -1.4008], [5.2669, 7.4658, -1.4406], [1.6469, 9.6081, -2.6050], [0.3652, 7.4598, -2.5669]], "forces_ev_per_angstrom": [[-0.48, 0.11, 0.10], [0.21, -0.25, -0.30], [0.08, 0.57, -0.21], [-0.91, -0.86, 0.88], [0.45, 0.85, -0.23], [0.47, -1.00, -0.01], [-0.02, -0.03, -0.39], [-0.02, 0.00, 0.02], [0.55, -0.12, -0.27], [-0.08, 0.05, 0.31], [-0.02, 0.03, 0.02], [0.05, -0.09, 0.12], [-0.01, 0.04, 0.05], [0.25, -0.03, -0.44], [-0.27, 0.06, -0.09], [-0.17, 0.64, 0.44], [0.48, -0.24, 0.18], [-0.57, 0.19, -0.15], [0.00, -0.01, -0.01], [-0.02, 0.01, 0.00], [-0.01, -0.02, -0.02], [0.00, -0.04, 0.03], [0.02, 0.00, -0.02], [0.06, -0.05, 0.05], [0.05, -0.01, -0.08], [-0.08, 0.18, 0.07], [0.00, -0.01, -0.03], [0.00, 0.01, -0.01], [0.00, 0.00, 0.01], [0.03, 0.16, -0.03], [-0.03, 0.01, 0.04], [-0.06, 0.02, 0.07], [-0.02, 0.01, -0.05], [-0.03, -0.09, 0.04], [0.01, 0.00, 0.02], [0.00, -0.03, -0.02], [0.04, 0.07, -0.07], [-0.04, -0.01, 0.14], [0.01, -0.01, -0.07], [0.01, -0.14, -0.06], [0.01, 0.00, -0.01], [0.00, -0.01, -0.02], [0.00, 0.00, 0.03], [-0.01, 0.01, 0.00], [0.00, 0.01, -0.02], [0.02, 0.01, 0.01], [-0.03, 0.05, 0.03], [0.02, -0.01, 0.00], [-0.05, -0.09, -0.05], [0.13, 0.07, -0.01], [-0.01, 0.00, -0.01], [-0.01, 0.00, 0.01], [0.00, 0.00, 0.00], [-0.01, -0.01, -0.01], [0.02, -0.01, -0.01], [-0.01, -0.02, 0.02], [-0.01, 0.00, -0.03], [0.00, -0.01, 0.01], [0.01, 0.00, 0.00], [-0.03, 0.01, -0.01], [0.03, 0.01, 0.04], [0.05, -0.09, -0.06], [-0.03, 0.01, 0.00], [0.00, 0.01, 0.02], [0.01, 0.00, 0.00], [0.00, 0.00, -0.01], [-0.01, 0.04, 0.03], [-0.02, 0.02, -0.01], [-0.01, -0.02, 0.00], [0.00, 0.00, 0.00], [0.01, 0.00, 0.00], [0.00, 0.00, 0.01], [-0.02, 0.01, 0.02], [0.03, -0.02, -0.01], [0.01, 0.00, 0.00], [0.00, 0.01, -0.01], [0.01, 0.01, 0.00], [0.00, -0.01, 0.00]], "lowdin_charge": [0.005, -0.252, -0.108, 0.135, -0.424, 0.210, 0.179, 0.064, 0.040, 0.083, 0.116, 0.125, 0.121, 0.138, 0.080, 0.116, 0.104, 0.120, 0.020, 0.042, -0.366, 0.122, 0.048, 0.031, -0.357, 0.047, 0.115, 0.129, 0.119, 0.082, 0.005, 0.023, -0.365, 0.115, 0.034, 0.030, -0.398, 0.108, 0.120, 0.079, 0.128, 0.128, 0.022, 0.045, -0.367, 0.143, 0.047, 0.024, -0.355, 0.039, 0.125, 0.131, 0.117, 0.121, 0.008, 0.021, -0.382, 0.120, 0.030, 0.026, -0.392, 0.089, 0.114, 0.120, 0.127, 0.126, 0.012, 0.035, -0.379, 0.122, 0.029, 0.019, -0.384, 0.076, 0.106, 0.127, 0.125, 0.122]}